# 1
A molecular structure, CCoF5LiO3P in a non-equilibrium geometry, computed with ωB97M-V with the def2-TZVPD basis set.

Computed properties:
- HOMO level (spin up / spin down) (eV) = -15.941 / -15.493
- orbital gap (spin up / spin down) (eV) = 10.9 / 9.9
- multiplicity = 4
- total charge = +1

The geometry in XYZ format:
```
12
Properties=species:S:1:pos:R:3:forces:R:3
P -0.234066 0.087647 1.119561 0.720 0.521 3.937
F 0.990390 0.186917 2.099007 -0.880 -0.114 -1.066
F -1.419849 -1.989135 -1.229701 -0.013 -0.204 -0.259
F -1.065502 1.164328 1.951455 0.368 -0.826 -1.260
F -1.178779 -1.055691 1.642569 0.715 1.010 -1.376
F 0.640270 -1.132264 0.311507 -0.013 0.504 0.836
O -0.070429 1.138552 -0.079247 -0.315 -0.811 0.045
O 0.658547 2.269565 -1.829041 0.278 -0.663 -0.064
C 0.480341 1.162686 -1.348561 -0.724 1.217 0.472
O 0.677107 0.079228 -1.967195 0.895 0.061 -1.462
Li 1.270916 1.500305 -3.552667 -0.168 0.230 0.375
Co 0.297369 -1.700329 -1.515175 -0.864 -0.925 -0.176
```
Forces are in eV/Å.

=====

# 2
2 unconnected molecules or ions with the total composition CH2NO2S in a non-equilibrium geometry, computed with ωB97M-V with the def2-TZVPD basis set.

Computed properties:
- HOMO level (eV) = -2.222
- orbital gap (eV) = 5.8
- total charge = -1
- relative energy (zero: lowest compared OMol25 entry of this formula, charge and spin) (kcal/mol) = 10.1

The geometry in XYZ format:
```
7
Properties=species:S:1:pos:R:3:forces:R:3
C -1.190443 1.307561 0.044801 -0.722 -0.900 1.332
N 1.094309 -1.497451 -0.099835 0.681 0.376 -0.559
O -1.205886 2.305219 -0.512021 0.686 1.986 -1.625
O -1.527265 0.434695 0.732409 0.427 -1.160 0.225
S 1.780122 0.133800 -0.473536 0.281 0.528 0.129
H 0.808736 -1.418277 0.847726 0.020 -0.091 1.265
H 0.240430 -1.265549 -0.539546 -1.372 -0.739 -0.769
```
Forces are in eV/Å.

=====

# 3
A gas-phase ion, C10H10ClN2OS (charge +1) in a non-equilibrium geometry, computed with ωB97M-V with the def2-TZVPD basis set.

Computed properties:
- HOMO level (eV) = -12.933
- orbital gap (eV) = 8.5
- total charge = +1
- relative energy (zero: lowest compared OMol25 entry of this formula, charge and spin) (kcal/mol) = 65.2

The geometry in XYZ format:
```
25
Properties=species:S:1:pos:R:3:forces:R:3
C 1.834886 -1.206703 3.369560 0.748 -0.956 -0.005
C 2.366484 -1.670761 2.178469 -0.421 -1.210 0.408
C 0.827925 -0.279147 3.317951 0.884 0.470 0.749
C 1.807176 -1.343255 0.986336 -0.617 0.398 -2.391
C 0.385162 0.139029 2.076186 -1.136 0.745 1.605
C 0.778891 -0.401602 0.916280 1.683 -1.158 -0.092
C 0.845846 1.256543 -2.237991 2.486 2.708 -0.438
C -1.361881 0.811246 -2.816124 3.482 -2.812 1.529
C -0.984187 -0.121883 -0.750506 -1.727 0.234 -0.549
C -2.684363 1.308922 -2.709277 -0.553 1.733 -1.467
N 1.130696 0.649036 -1.190781 1.010 -1.146 0.752
N 0.239908 -0.005783 -0.348571 -0.621 0.600 -0.805
O -0.367563 1.668743 -2.705268 -0.803 0.828 -0.141
S -2.334722 -0.709409 0.125049 0.620 -0.051 0.189
Cl -0.809643 -0.553880 -3.788334 -1.134 0.365 0.160
H 2.277480 -1.757698 4.205337 -0.577 1.028 0.424
H 3.040726 -2.496080 2.294102 0.612 -0.059 -0.512
H 0.524925 0.267036 4.205962 -0.363 -0.345 -0.095
H 2.047552 -1.766962 0.013425 0.602 -0.276 0.378
H -0.350148 0.876896 2.139175 -1.128 1.300 -0.392
H 1.717008 1.887708 -2.677903 -1.763 -1.455 0.386
H -3.407992 0.577670 -2.832332 -1.317 -1.451 -0.428
H -2.853358 2.142961 -3.429389 0.196 -0.597 0.204
H -2.788513 1.720629 -1.755629 -0.209 0.829 1.567
H -1.882296 -0.993256 1.414274 0.045 0.278 -1.035
```
Forces are in eV/Å.

=====

# 4
A molecular structure, C25H58Li2O24 in a non-equilibrium geometry, computed with ωB97M-V with the def2-TZVPD basis set.

Computed properties:
- HOMO level (eV) = -2.344
- orbital gap (eV) = 5.7
- total charge = -2

The geometry in XYZ format:
```
109
Properties=species:S:1:pos:R:3:forces:R:3
Li 5.217072 12.687901 9.028040 -0.604 0.453 0.311
Li 4.308701 15.833182 8.679321 0.029 -0.706 -0.006
C 8.238879 14.486358 9.306716 0.364 -0.162 0.606
C 9.453052 15.190637 9.291983 -0.960 -0.437 0.476
C 9.420012 16.571069 8.624174 0.064 0.282 -1.174
O 10.455863 17.183512 8.341534 0.416 -0.409 0.399
C 8.166847 17.077501 8.192235 0.215 0.268 -0.187
C 6.976321 16.461531 8.427557 -0.394 0.108 0.387
C 7.002511 15.049702 8.991638 -0.071 0.193 -0.302
O 5.891349 14.496243 9.111246 0.043 0.047 -0.011
O 5.836685 16.991296 8.222656 -0.133 -0.217 -0.400
O 10.493871 14.726395 9.816726 0.661 0.360 0.018
H 8.224637 13.553028 9.853855 -0.024 -0.120 -0.235
H 8.157781 18.028082 7.672173 0.114 0.050 0.049
C 1.456200 11.649398 10.457062 0.274 0.082 -0.440
C 0.112061 12.100612 10.260295 0.484 -0.109 0.643
C -0.130547 13.227035 9.243176 0.146 0.204 -1.026
O -1.282359 13.524678 8.932294 -0.202 0.051 0.251
C 1.017880 13.825255 8.636859 0.354 -0.304 0.190
C 2.319158 13.400070 8.883889 -0.432 0.643 -0.625
C 2.544726 12.212230 9.815661 0.245 0.018 0.526
O 3.755285 11.864006 10.021229 0.165 0.022 -0.368
O 3.331907 13.973794 8.361459 0.302 -0.452 0.406
O -0.834314 11.668134 10.905480 -0.470 -0.190 0.071
H 1.655252 10.833908 11.140863 -0.170 -0.011 0.099
H 0.896130 14.573932 7.862334 -0.196 0.127 0.096
C 7.568320 9.633993 5.179156 -0.088 0.027 0.545
O 7.413984 9.835308 6.576306 0.052 -0.138 -0.633
C 8.561528 10.350765 7.215754 -0.648 -0.001 0.810
C 9.183965 11.545819 6.544815 0.866 -0.296 -0.740
O 8.225459 12.488398 6.184821 -0.461 0.341 0.047
C 8.826878 13.700643 5.778266 0.398 -0.008 -0.093
H 6.662401 9.125235 4.856498 0.031 0.010 -0.131
H 8.441504 9.004639 4.958867 -0.019 -0.002 -0.024
H 7.665367 10.593376 4.667051 -0.015 -0.051 -0.129
H 9.304029 9.551852 7.351471 0.199 0.111 -0.138
H 8.179940 10.613640 8.207563 0.217 0.106 -0.039
H 9.726883 11.205821 5.635992 -0.143 0.079 0.067
H 9.973787 11.988027 7.162305 -0.094 -0.038 0.371
H 8.071897 14.389593 5.411465 -0.180 -0.088 0.111
H 9.553526 13.523883 4.969050 -0.080 -0.009 0.047
H 9.360151 14.162813 6.613905 -0.026 0.066 0.001
C 2.539944 17.788544 6.749524 -0.881 -0.299 0.191
O 2.917498 17.188221 7.969046 0.268 0.040 -0.001
C 2.192911 17.684341 9.079102 0.128 -0.206 -0.038
C 3.084858 17.683519 10.294230 0.335 0.427 0.934
O 3.624769 16.426580 10.643925 0.111 -0.383 -0.486
C 2.680628 15.543454 11.223568 -0.827 0.053 0.210
H 2.840086 18.839355 6.723743 0.278 -0.076 -0.210
H 1.442968 17.756084 6.643980 0.113 0.002 0.047
H 2.936612 17.191098 5.936199 0.382 0.206 -0.037
H 1.323074 17.037063 9.235559 -0.163 0.211 -0.049
H 1.891737 18.716775 8.876401 -0.186 0.006 0.143
H 2.533843 18.081066 11.161756 -0.166 -0.001 -0.154
H 3.959252 18.326266 10.172471 -0.105 0.068 -0.372
H 2.313163 15.931949 12.186538 0.297 0.049 -0.013
H 3.124062 14.563566 11.370707 0.240 0.054 -0.073
H 1.795628 15.417297 10.591653 0.177 -0.113 -0.069
O 13.095272 16.133622 9.627368 0.155 -0.090 0.321
H 13.389420 15.311253 9.224397 -0.064 -0.016 -0.076
H 12.174312 15.938358 9.869348 -0.001 -0.026 -0.438
O 8.483734 19.826628 9.453964 -0.175 0.505 0.311
H 8.573035 18.875710 9.402407 0.105 -0.243 0.190
H 7.530376 19.978316 9.496091 0.034 -0.017 -0.231
O 10.713637 20.680899 7.798616 0.596 0.179 -0.217
H 10.350142 19.790580 7.754038 -0.078 0.000 0.257
H 10.609253 21.039291 6.910659 -0.263 -0.158 0.098
O 6.474832 11.659983 10.156675 0.023 -0.197 -0.006
H 5.811506 11.141054 10.631564 -0.181 0.131 -0.086
H 7.335952 11.357670 10.477362 -0.134 -0.133 0.014
O 5.734417 19.875282 8.632977 -0.299 -0.029 0.150
H 5.847397 18.966092 8.299160 -0.066 -0.093 0.116
H 5.178689 20.305621 7.978407 0.130 -0.022 -0.119
O 11.288372 18.857870 10.867132 0.040 -0.002 0.168
H 10.989613 18.245406 11.555038 0.137 0.057 -0.169
H 11.653874 18.274614 10.191388 -0.026 0.121 -0.139
O 5.719836 18.606577 5.826908 -0.038 -0.143 -0.232
H 5.744290 17.849528 6.438350 -0.031 0.044 0.287
H 6.460169 18.449693 5.232921 0.010 -0.009 -0.006
C 10.056377 16.097838 13.423905 -0.242 -0.183 0.612
O 10.943118 16.547371 12.423938 -0.256 -0.614 0.089
H 10.256989 15.061289 13.729805 0.111 0.085 -0.097
H 10.196213 16.722166 14.308192 0.023 0.050 -0.087
H 8.995285 16.144112 13.149837 0.132 0.139 -0.241
H 10.928835 15.866823 11.734164 0.069 0.208 -0.279
C 11.672166 16.273266 5.243729 -0.293 0.503 -0.116
O 10.451867 16.979771 5.437402 0.189 -0.188 -0.031
H 12.530579 16.955160 5.277040 0.014 -0.085 0.141
H 11.797355 15.492078 5.995367 0.100 -0.109 -0.078
H 11.635885 15.853849 4.237095 0.001 -0.205 0.085
H 10.403890 17.190060 6.382984 -0.017 0.110 0.097
C 7.931399 21.052815 5.206222 -0.325 -0.213 -0.394
O 9.159363 21.627418 5.596127 0.180 0.264 -0.051
H 7.711164 20.216281 5.864124 0.124 0.108 0.145
H 7.089465 21.752851 5.265473 0.123 0.042 0.104
H 7.981479 20.676254 4.175438 -0.016 -0.031 0.078
H 9.397673 22.320754 4.976305 -0.075 -0.001 -0.038
C 9.532488 11.894925 11.614402 -0.481 0.155 0.289
O 8.802734 10.672337 11.425428 0.398 -0.005 -0.213
H 8.859241 12.664541 12.004217 0.086 0.005 0.048
H 10.370449 11.782409 12.302325 0.093 -0.109 -0.105
H 9.872942 12.243111 10.645778 0.137 -0.063 -0.058
H 8.822191 10.140282 12.223163 -0.055 0.125 0.076
C 12.522695 11.407300 9.245061 -0.318 0.005 -0.020
O 12.259347 12.645011 8.611524 -0.001 -0.189 0.053
H 13.444329 11.446898 9.833504 0.029 -0.063 -0.015
H 11.701282 11.095346 9.897738 0.054 0.074 0.071
H 12.601891 10.626822 8.484370 0.199 0.105 -0.053
H 11.674305 13.175768 9.172716 -0.089 0.284 -0.047
```
Forces are in eV/Å.